Version i
The following is a DFT calculation (wB97M-V/def2-TZVPD) of a structure of composition C5H8FNS.

Each line ends with the Mulliken charge.
Atoms and positions in Å:
C: -0.7565 -0.7559 -0.1498  0.472
C: -0.1998 0.0201 1.0670  -1.564
C: 0.9609 0.7987 0.5475  -0.173
C: 0.2797 0.0046 -1.0704  -0.473
C: 1.6738 -0.2566 -0.3065  0.002
H: -3.5189 -1.5553 -0.7765  0.131
H: -0.5235 -1.8524 -0.2295  0.430
H: 0.0135 -0.5090 1.9273  0.377
H: -1.1688 0.7614 1.2583  0.282
H: 1.4872 1.3124 1.3393  0.524
H: -0.5304 1.8055 0.0007  0.370
H: 0.1893 0.0904 -2.1678  0.393
H: 2.3613 0.3163 -0.8335  0.487
N: 0.4470 1.5201 -0.5723  -0.642
F: 1.7927 -1.5051 0.0413  -0.301
S: -2.5073 -0.1951 -0.0749  -0.315

Its total charge is 0. The calculation puts the HOMO-LUMO gap at 9.1 eV. The HOMO energy comes out at -9.245 eV. The LUMO energy is -0.19 eV.


Version ii
The following is a DFT calculation (wB97M-V/def2-TZVPD) of an isolated molecule of C5H8FNS.

Each line ends with the Mulliken charge.
Atoms and positions in Å:
C: 0.8480 -0.4956 0.2652  -0.664
C: -0.3881 -1.1155 -0.5290  -0.741
C: -1.4909 -0.2550 0.2206  0.139
C: -0.9193 1.1991 0.4551  -0.031
C: 0.4624 0.9773 0.7741  -0.530
H: 2.9069 -0.1768 -0.4660  0.287
H: 1.6068 0.0161 -1.4760  0.287
H: 1.1935 -0.8976 1.1242  0.567
H: -0.7472 -2.1467 -0.3428  0.304
H: -0.3329 -0.7442 -1.5448  0.329
H: -1.9546 -0.7748 1.1009  0.320
H: -1.6372 1.9300 0.8049  0.473
H: 0.9294 1.3736 1.6132  0.525
N: 1.9044 -0.5844 -0.5758  -0.687
F: -2.4229 -0.1389 -0.6660  -0.318
S: 0.0418 1.8335 -0.7579  -0.258

Its total charge is 0. The calculation puts the HOMO-LUMO gap at 9.7 eV. Its SMILES is N[C@@H]1C[C@H](F)[C@@H]2S[C@@H]21. The HOMO energy comes out at -8.837 eV. The LUMO energy is 0.87 eV.


Stability summary: most stable version ii, least stable version i.


Version i
The following is a DFT calculation (wB97M-V/def2-TZVPD) of an isolated molecule of C4H5FN2.

Each line ends with the Mulliken charge.
Atoms and positions in Å:
C: 0.1825 -0.6815 -1.1545  -0.037
C: -0.7008 -0.5186 0.0490  -0.265
C: 0.2735 1.3652 0.8537  -0.063
C: 0.8068 -0.6369 0.2323  -0.161
H: 0.2975 0.1427 -1.8479  0.364
H: -1.3362 -1.3720 0.2783  0.325
H: -1.7042 1.3759 0.1573  0.255
H: 0.3260 2.3886 1.2154  0.379
H: 1.2841 -1.5521 0.6288  0.353
N: -0.9552 0.8116 0.5394  -0.277
N: 1.3249 0.6009 0.7307  -0.577
F: 0.2011 -1.9239 -1.6826  -0.295

Its total charge is 0. The calculation puts the HOMO-LUMO gap at 9.6 eV. Its SMILES is F[C@@H]1[C@H]2N=CN[C@@H]12. The HOMO energy comes out at -8.658 eV. The LUMO energy is 0.95 eV.


Version ii
The following is a DFT calculation (wB97M-V/def2-TZVPD) of a cluster of 2 separate species, C4H5FN2 in total.

Each line ends with the Mulliken charge.
Atoms and positions in Å:
C: 0.2507 0.8902 -0.1632  -0.370
C: 0.3939 -0.4043 0.5392  -0.418
C: -0.5331 -0.2452 -0.5929  -0.169
C: -3.2152 -0.1272 0.0046  0.535
N: -4.2421 -0.9638 0.5317  -0.252
N: -4.3592 -0.6624 -0.6918  -0.226
F: -3.2369 1.2310 0.1879  -0.240
H: -0.3108 1.7285 0.3432  0.156
H: 1.0045 1.3261 -0.7728  0.254
H: 1.2433 -1.2329 0.4941  0.216
H: 0.0155 -0.3991 1.5914  0.179
H: -0.6964 -0.6162 -1.6355  0.333

Its total charge is 0. The calculation puts the HOMO-LUMO gap (spin up / spin down) at 9.6 / 7.9 eV. The HOMO energy (spin up / spin down) comes out at -9.790 / -8.734 eV. The LUMO energy (spin up / spin down) is -0.16 / -0.87 eV.


Version iii
The following is a DFT calculation (wB97M-V/def2-TZVPD) of an isolated molecule of C4H5FN2.

Each line ends with the Mulliken charge.
Atoms and positions in Å:
C: 0.7438 0.4542 -1.6639  -0.750
C: -1.5310 -0.1430 0.9269  -0.221
C: -0.3798 -0.4937 1.6744  -0.559
C: 0.6138 -0.3193 0.7357  0.511
H: 0.3352 -0.1765 -2.4146  0.285
H: 0.5261 1.4747 -1.8864  0.284
H: 1.8263 0.2974 -1.5400  0.319
H: -2.5582 -0.1327 1.3124  0.394
H: -0.3304 -0.8282 2.7381  0.329
N: 0.0796 0.1197 -0.3989  0.690
N: -1.2637 0.2313 -0.3017  -0.992
F: 1.9384 -0.4838 0.8179  -0.290

Its total charge is 0. The calculation puts the HOMO-LUMO gap at 10.3 eV. Its SMILES is Cn1nccc1F. The HOMO energy comes out at -9.319 eV. The LUMO energy is 0.98 eV.


Stability summary: most stable version iii, least stable version ii.


Version i
The following is a DFT calculation (wB97M-V/def2-TZVPD) of the ion C9H15N2 with charge +1.

Each line ends with the Mulliken charge.
Atoms and positions in Å:
C: -0.4223 -2.2925 -1.4726  0.082
C: -1.4734 -2.6598 -2.0923  -0.609
C: 0.2408 -2.7271 0.8976  -0.682
C: -0.3046 -1.3670 1.4595  -0.751
C: -1.1422 0.9827 -0.4745  -0.473
C: 0.6350 -2.2025 -0.5469  0.048
C: 0.4464 -0.8277 0.1352  0.216
C: -0.0062 3.4068 0.4968  -1.363
C: 0.8558 2.2314 0.2309  0.042
N: 0.1450 1.4607 -0.7387  -0.465
N: -0.1283 0.0920 -0.7887  -0.035
H: -1.8896 -3.6532 -2.0287  0.300
H: -1.7820 -2.0353 -2.8757  0.326
H: 1.2041 -2.9920 1.3360  0.273
H: -0.4026 -3.5913 0.9524  0.401
H: -1.3931 -1.2661 1.4654  0.374
H: 0.1600 -1.1505 2.3803  0.312
H: -1.5757 0.9779 0.5549  0.264
H: -1.8957 1.1957 -1.1359  0.346
H: 1.6341 -2.3246 -1.0378  0.398
H: 1.4308 -0.5044 0.4585  0.444
H: 0.5222 4.3783 0.7371  0.334
H: -0.4990 3.5261 -0.4183  0.418
H: -0.8250 3.2796 1.2369  0.312
H: 1.6729 2.7878 -0.3118  0.298
H: 1.0108 1.7066 1.2419  0.190

Its total charge is +1. The calculation puts the HOMO-LUMO gap at 6.4 eV. The HOMO energy comes out at -12.208 eV. The LUMO energy is -5.76 eV.


Version ii
The following is a DFT calculation (wB97M-V/def2-TZVPD) of the ion C9H15N2 with charge +1.

Each line ends with the Mulliken charge.
Atoms and positions in Å:
C: 0.2385 -0.4883 0.3142  0.192
C: 0.5204 -0.3920 -1.0074  -0.199
C: 2.7493 -0.3414 -0.8729  -0.048
C: 1.3865 -0.5387 1.2642  -0.671
C: -1.1848 -0.4519 0.9001  0.808
C: -2.2984 -1.1633 0.1379  -1.829
C: -1.7204 1.6603 2.5201  -0.965
C: 1.9703 -0.0957 -3.0163  -0.861
C: -1.6284 0.9841 1.0610  -0.688
N: 1.6981 -0.3498 -1.6394  0.152
N: 2.5485 -0.4945 0.5337  0.014
H: -1.0439 -0.6502 2.0234  0.324
H: -0.3807 -0.1750 -1.5973  0.350
H: 3.7572 -0.3234 -1.2492  0.370
H: -3.2903 -1.1953 0.6494  0.430
H: -2.6205 -0.6967 -0.7893  0.409
H: -2.1947 -2.2566 -0.0415  0.373
H: -2.6292 2.1976 2.7568  0.308
H: -1.4125 0.8859 3.3273  0.265
H: -0.7805 2.3446 2.5845  0.256
H: 3.0274 -0.0354 -3.0897  0.324
H: 1.8762 -1.1412 -3.4602  0.371
H: 1.3491 0.7681 -3.3437  0.343
H: -0.7845 1.5622 0.6101  0.245
H: -2.6062 1.1707 0.4924  0.446
H: 3.4535 -0.7839 0.9317  0.281

Its total charge is +1. The calculation puts the HOMO-LUMO gap at 8.3 eV. The HOMO energy comes out at -12.973 eV. The LUMO energy is -4.71 eV.


Stability summary: most stable version ii, least stable version i.